1.
The following is a DFT calculation (wB97M-V/def2-TZVPD) of an isolated molecule of C28H39N5O3.

```
75
Properties=species:S:1:pos:R:3:forces:R:3:nbo_charge:R:1
C -5.6186 -1.3041 -2.7115 0.084 0.235 -0.035 -0.61
C -5.5239 0.1955 -2.4694 -0.211 -0.144 0.176 -0.40
H -5.9564 0.7273 -3.3202 0.073 0.079 -0.006 0.21
H -4.4743 0.4757 -2.4067 0.045 0.127 -0.028 0.20
C -6.2816 0.6643 -1.2189 0.266 0.339 -0.433 -0.21
N -5.8839 0.0566 0.0379 -0.313 -0.155 0.058 -0.45
C -4.7086 0.2606 0.6835 0.095 0.361 -0.294 0.70
O -4.4758 -0.2746 1.7543 0.207 -0.201 0.312 -0.65
C -3.6557 1.1656 0.0465 -0.104 -0.026 0.202 -0.31
H -4.0938 1.8042 -0.7198 -0.008 -0.034 -0.005 0.21
C -3.0455 2.0411 1.1512 0.086 -0.018 -0.038 -0.40
H -3.0522 1.4784 2.0857 -0.022 0.061 -0.046 0.24
C -1.6211 2.4683 0.8267 -0.103 0.422 0.080 -0.21
N -0.7489 1.3170 0.6710 0.381 -0.039 0.055 -0.39
C 0.5830 1.5133 0.5527 -0.286 0.427 0.073 0.47
C 1.1617 2.7800 0.5604 -0.094 -0.034 -0.002 -0.44
C 2.5531 2.9354 0.4978 0.022 -0.248 -0.026 0.29
N 3.3781 1.9182 0.4233 0.429 0.628 0.042 -0.51
C 2.8456 0.6995 0.3984 -0.252 -0.655 0.018 0.35
C 3.4490 -0.5621 0.3255 -0.533 0.311 0.063 -0.15
C 2.3682 -1.4640 0.3202 -0.003 0.555 -0.054 0.20
N 1.2017 -0.8356 0.3906 -0.388 -0.910 0.098 -0.34
N 1.4675 0.4763 0.4502 0.882 0.151 -0.084 -0.19
C 2.3712 -2.9470 0.2027 -0.064 0.057 0.047 -0.64
H 2.5936 -3.4076 1.1649 0.053 -0.095 0.013 0.22
H 3.1173 -3.2694 -0.5202 0.038 -0.084 -0.012 0.23
H 1.3852 -3.2798 -0.1128 -0.017 -0.047 -0.020 0.23
C 4.8778 -0.8207 0.2484 0.309 -0.174 0.044 -0.05
C 5.4447 -2.0198 0.6543 -0.200 0.215 -0.033 -0.21
C 6.8135 -2.2244 0.5566 0.357 -0.013 -0.068 -0.29
C 7.6476 -1.2384 0.0617 0.169 0.103 -0.047 0.24
C 7.0844 -0.0057 -0.3337 0.246 -0.037 -0.022 0.33
C 5.7211 0.1828 -0.2415 0.245 0.043 -0.125 -0.30
H 5.2709 1.1167 -0.5297 0.097 0.090 -0.052 0.25
O 7.9700 0.9288 -0.7920 -0.033 -0.489 0.173 -0.50
C 7.4666 2.1925 -1.1409 -0.110 0.218 -0.067 -0.25
H 6.9600 2.6712 -0.2963 -0.002 -0.019 -0.034 0.18
H 6.7728 2.1322 -1.9866 0.013 0.006 0.046 0.17
H 8.3340 2.7856 -1.4282 -0.090 -0.003 0.009 0.20
O 9.0044 -1.3450 -0.0756 -0.384 0.314 -0.065 -0.49
C 9.6159 -2.5450 0.3162 0.078 -0.212 0.071 -0.25
H 9.4656 -2.7480 1.3826 -0.007 0.000 -0.050 0.17
H 9.2493 -3.3970 -0.2676 0.004 0.035 0.038 0.17
H 10.6796 -2.4105 0.1239 -0.063 -0.058 0.031 0.20
H 7.2192 -3.1697 0.8822 0.093 -0.054 0.012 0.22
H 4.8351 -2.8010 1.0762 -0.082 -0.087 0.041 0.21
C 3.1561 4.3057 0.5054 -0.030 -0.019 0.013 -0.65
H 4.2388 4.2249 0.5032 0.039 0.008 0.003 0.23
H 2.8368 4.8635 -0.3739 -0.021 0.087 -0.040 0.22
H 2.8373 4.8549 1.3894 -0.014 0.099 0.044 0.22
H 0.5515 3.6632 0.6104 -0.142 0.014 0.008 0.22
C -1.4330 0.0587 0.4428 -0.302 -0.688 -0.322 -0.24
H -0.7121 -0.6739 0.0839 -0.378 0.204 0.128 0.28
C -2.5546 0.2756 -0.5674 0.047 -0.019 0.153 -0.41
H -2.9641 -0.6930 -0.8561 0.015 -0.029 -0.094 0.22
H -2.1412 0.7493 -1.4612 -0.007 -0.049 -0.038 0.21
H -1.8603 -0.3128 1.3800 0.070 -0.038 -0.072 0.21
H -1.6182 3.0726 -0.0928 0.075 0.045 0.079 0.18
H -1.2489 3.0930 1.6456 -0.004 0.015 -0.135 0.21
H -3.6550 2.9347 1.2976 0.052 0.008 0.049 0.22
C -6.9041 -0.6800 0.7725 0.009 -0.360 0.215 -0.21
H -7.8618 -0.1633 0.6575 0.036 0.013 -0.010 0.18
C -7.0443 -2.1424 0.3527 -0.127 0.180 0.202 -0.40
C -8.0317 -2.8693 1.2566 0.147 0.055 -0.184 -0.60
H -7.6898 -2.8459 2.2884 -0.009 -0.024 0.141 0.21
H -8.1323 -3.9077 0.9509 -0.075 -0.099 0.038 0.21
H -9.0125 -2.4004 1.2089 -0.141 0.007 0.040 0.20
H -7.3865 -2.2039 -0.6813 0.084 -0.024 -0.072 0.19
H -6.0663 -2.6210 0.4217 0.062 0.020 -0.088 0.21
H -6.6148 -0.6485 1.8261 -0.156 0.020 -0.139 0.24
H -7.3379 0.4260 -1.3598 0.040 0.060 0.053 0.21
H -6.2013 1.7569 -1.1465 -0.114 -0.092 -0.027 0.20
H -5.2012 -1.8528 -1.8717 0.010 -0.140 0.067 0.21
H -5.0628 -1.5726 -3.6067 0.034 -0.089 -0.067 0.22
H -6.6531 -1.6095 -2.8501 -0.106 -0.102 0.001 0.20
```
Positions in Å, forces in eV/Å.

Summary:
total charge = 0
calculated total energy = -43261.9950 eV
relative energy (zero: lowest compared OMol25 entry of this formula, charge and spin) = 0.049 eV
HOMO energy = -6.89 eV
SMILES = CCCN(CCC)C(=O)C1CCN(c2cc(C)nc3c(-c4ccc(OC)c(OC)c4)c(C)nn23)CC1
lowest unoccupied orbital energy = 0.0213 Eh

---

2.
The following is a DFT calculation (wB97M-V/def2-TZVPD) of a structure of composition C26H40BrCoNOP2 in a non-equilibrium geometry.

```
72
Properties=species:S:1:pos:R:3:forces:R:3:lowdin_spin:R:1
N 3.2785 -2.0324 -6.5389 -0.157 -0.102 -0.604 0.01
C 2.5015 -3.0279 -6.1302 0.055 0.190 1.008 0.00
C 2.0521 -3.1179 -4.8049 -0.289 0.374 0.844 0.01
C 2.3129 -2.0393 -3.9003 2.058 0.068 -0.813 0.00
C 3.2110 -1.0375 -4.3579 -0.493 -0.293 -0.488 0.01
C 3.6406 -1.0761 -5.6934 -0.098 -0.083 1.022 0.00
C 1.5821 -1.9397 -2.6494 -0.851 0.949 0.813 0.06
Co 1.0558 -1.4123 -0.3281 1.132 -0.231 -1.548 1.78
P -3.0855 1.8437 2.2686 1.101 -1.378 -2.350 0.61
C 1.0737 -0.6880 -2.1056 0.336 -0.871 -2.769 0.00
C -0.3691 -0.2724 -2.1962 0.804 0.417 0.397 0.01
C -0.6877 1.0965 -2.2791 -0.451 0.256 0.365 0.00
C -2.0228 1.5321 -2.2713 -0.112 -0.607 -0.802 0.01
C -3.0651 0.5692 -2.3513 1.707 0.064 1.095 0.00
C -2.7321 -0.7673 -2.0986 0.323 -0.067 -0.710 0.00
C -1.3958 -1.1929 -2.2052 -1.042 -0.390 0.588 0.00
Br -4.8246 1.0309 -2.7534 -0.201 0.139 0.139 0.00
H 1.3555 -2.8944 -2.1516 -1.191 0.006 -1.059 0.01
H 1.7825 0.1200 -2.0646 0.092 0.713 -1.298 0.01
H 1.4649 -3.9883 -4.4832 0.127 0.494 -0.161 0.00
H 3.5715 -0.2485 -3.6979 -0.243 -0.105 -0.192 0.00
H 2.2219 -3.8008 -6.8456 0.198 0.203 0.087 0.00
H 4.3053 -0.3029 -6.0797 -0.119 -0.212 0.087 0.00
H 0.1082 1.8190 -2.4634 -0.148 -0.057 0.513 0.00
H -1.1259 -2.2533 -2.2732 -0.465 0.309 0.321 0.00
H -2.2637 2.5988 -2.2523 0.128 -0.341 -0.474 0.00
H -3.5208 -1.4535 -1.8200 -0.029 -0.292 -0.679 0.00
P 1.7636 -0.4636 1.3835 0.185 1.057 1.448 0.04
C -4.0576 1.5500 0.7328 -1.088 -0.192 0.238 0.09
C -5.2071 2.5360 0.4723 -0.275 0.141 -0.028 0.01
H -4.4383 0.5187 0.7828 -0.018 0.272 0.175 0.00
H -3.3662 1.5823 -0.1176 0.199 -0.022 0.465 0.01
H -5.8426 2.1414 -0.3355 0.275 0.212 0.395 0.00
H -5.8284 2.6828 1.3640 0.092 -0.054 -0.240 0.00
H -4.8279 3.5145 0.1506 -0.091 -0.209 0.107 0.00
C -1.5993 2.6571 1.5697 0.293 0.837 0.375 0.09
C -1.3779 4.0470 2.1897 0.278 0.309 0.085 0.02
H -1.7498 2.7804 0.4887 -0.215 -0.193 0.294 0.01
H -0.7199 2.0087 1.6959 -0.393 0.074 0.131 0.01
H -0.5827 4.5776 1.6465 -0.227 -0.165 0.216 0.00
H -2.2903 4.6589 2.1148 0.327 -0.174 0.057 0.00
H -1.0863 3.9789 3.2478 -0.120 0.070 -0.314 0.00
C -2.6159 0.2197 2.9923 -0.164 -0.007 0.648 0.09
C -3.2526 0.0666 4.3902 -0.256 -0.030 0.328 0.02
H -1.5212 0.1503 3.0664 -0.273 0.320 -0.148 0.00
H -2.9589 -0.5873 2.3316 0.063 0.334 -0.084 0.01
H -2.6389 -0.5619 5.0474 -0.179 0.146 -0.252 0.00
H -3.3690 1.0480 4.8690 0.085 -0.333 0.092 0.01
H -4.2517 -0.3839 4.3219 0.287 0.149 0.023 0.00
C 1.3303 -1.1914 2.9838 0.053 -0.120 0.326 0.00
C 2.5188 -1.4320 3.9224 -0.018 -0.081 0.316 0.00
H 0.7783 -2.1216 2.7955 0.087 0.202 0.172 0.00
H 0.6291 -0.4746 3.4375 0.072 -0.248 -0.016 0.00
H 3.0975 -2.3232 3.6374 -0.279 0.241 0.105 0.00
H 3.2209 -0.5868 3.9395 -0.257 -0.141 0.098 0.00
H 2.1302 -1.5771 4.9410 0.335 -0.026 -0.283 0.00
C 2.0104 1.2927 1.8079 0.289 -0.264 0.158 0.02
C 2.3062 2.2747 0.6679 0.089 0.070 0.201 0.00
H 2.8485 1.2376 2.5289 -0.382 0.467 -0.139 0.00
H 1.0960 1.5917 2.3522 0.519 -0.092 -0.043 0.00
H 3.2167 1.9785 0.1098 -0.551 0.254 0.198 0.00
H 1.4449 2.3836 -0.0206 0.477 -0.172 0.250 0.00
H 2.4868 3.2545 1.1415 0.047 -0.292 -0.447 0.00
C 3.3631 -1.2193 0.9391 0.614 0.920 0.392 0.02
C 3.1846 -2.7032 0.6072 0.219 -0.373 -0.330 0.02
H 4.0221 -1.0371 1.8004 0.159 -0.241 -0.406 0.00
H 3.7751 -0.6694 0.0790 -0.010 -0.096 0.309 0.00
H 3.5237 -2.9293 -0.4148 0.079 0.020 0.416 0.00
H 3.7608 -3.3199 1.3076 -0.301 -0.007 -0.249 0.00
H 2.1314 -3.0424 0.6658 0.293 -0.086 0.204 0.01
O -1.2319 -2.7854 0.7039 3.494 1.233 -1.938 -0.01
C -0.2497 -2.3875 0.1889 -5.983 -2.864 3.362 0.02
```
Positions in Å, forces in eV/Å.

Summary:
total charge = +2
calculated total energy = -157375.7676 eV
relative energy (zero: lowest compared OMol25 entry of this formula, charge and spin) = 0.761 eV
HOMO energy (spin up / spin down) = -13.22 / -13.09 eV
spin multiplicity = 4
lowest unoccupied orbital energy (spin up / spin down) = -0.2576 / -0.3347 Eh

---

3.
The following is a DFT calculation (wB97M-V/def2-TZVPD) of a cluster of 2 separate species, C3H4O3 in total in a non-equilibrium geometry.

```
10
Properties=species:S:1:pos:R:3:forces:R:3:nbo_charge:R:1
C 0.7795 1.0082 0.1750 0.160 1.764 -0.086 0.18
C 1.2021 -0.3317 0.1241 -1.719 1.039 -0.115 0.55
C -1.4536 -0.2516 -0.2867 0.262 0.215 -0.624 -0.55
O 0.8973 1.8280 -0.7504 -0.120 -0.819 0.839 -0.54
O 1.3562 -1.3021 0.9614 -0.481 -1.230 4.021 -0.21
O 1.7598 -1.4034 -0.3981 1.268 -0.162 -3.349 -0.18
H 0.2999 1.2955 1.1855 0.747 -0.618 -1.213 0.17
H -1.7866 -1.0802 -0.8791 0.334 -0.371 -0.711 0.17
H -1.2322 0.6918 -0.8500 -0.783 -0.950 1.176 0.21
H -1.8224 -0.4545 0.7184 0.330 1.133 0.063 0.19
```
Positions in Å, forces in eV/Å.

Summary:
total charge = 0
calculated total energy = -9309.7871 eV
relative energy (zero: lowest compared OMol25 entry of this formula, charge and spin) = 8.914 eV
HOMO energy (spin up / spin down) = -9.01 / -9.29 eV
lowest unoccupied orbital energy (spin up / spin down) = -0.0125 / -0.0390 Eh

---

4.
The following is a DFT calculation (wB97M-V/def2-TZVPD) of the ion C8H10NO with charge +1 in a non-equilibrium geometry.

```
20
Properties=species:S:1:pos:R:3:forces:R:3:nbo_charge:R:1
C -1.7657 1.3480 -1.8430 -0.220 1.912 -1.970 -0.11
C -2.0978 0.2768 -1.0919 0.919 -1.807 0.818 -0.23
C -0.5340 2.0602 -1.6946 -1.644 -3.226 4.616 -0.19
C -1.1701 -0.1229 -0.1418 -2.279 -1.881 0.193 0.08
C 0.1926 1.6959 -0.5024 -1.589 -0.342 -3.122 0.08
C 0.8638 0.1837 1.5403 -1.772 0.029 -1.834 0.82
C 1.1568 -2.2952 0.9856 -0.445 1.902 0.559 -0.57
C 1.8233 -0.8321 1.0820 -2.263 -1.167 1.731 -0.54
N -0.1185 0.5782 0.1559 1.323 0.273 0.741 -0.40
O 0.4955 0.7907 2.4475 0.567 0.037 1.000 -0.39
H -2.5501 1.6620 -2.5732 1.131 0.023 0.366 0.25
H -2.9293 -0.4062 -1.2538 -0.115 0.640 -0.074 0.26
H -0.4937 2.9874 -2.1039 0.941 2.396 -1.542 0.25
H -1.4016 -1.0599 0.3962 0.506 0.723 0.015 0.23
H 1.0595 2.1383 -0.1329 1.242 1.278 0.244 0.22
H 0.4525 -2.4968 1.8322 1.284 -0.271 -0.321 0.23
H 2.0391 -2.9561 0.8244 -1.317 0.072 0.061 0.26
H 0.4674 -2.1153 0.1556 0.509 -1.148 -0.391 0.20
H 1.9645 -0.6342 0.0638 1.583 0.661 -1.139 0.26
H 2.5459 -0.8024 1.8540 1.639 -0.105 0.049 0.27
```
Positions in Å, forces in eV/Å.

Summary:
total charge = +1
calculated total energy = -11987.3686 eV
relative energy (zero: lowest compared OMol25 entry of this formula, charge and spin) = 1.735 eV
HOMO energy = -14.60 eV
SMILES = CCC(=O)[n+]1ccccc1
lowest unoccupied orbital energy = -0.1433 Eh